1.
78
Properties=species:S:1:pos:R:3 method="wB97M-V/def2-TZVPD" e_lumo_ev="2.389 / 2.387" s2=2.0240 relative_energy_ev=0.901 spin_multiplicity=3 homo_lumo_gap_ev="6.79 / 7.07" charge=-1
H 0.19 2.81 0.81
H -3.74 -1.88 -1.54
C 0.58 -6.94 3.35
C -0.86 -1.06 -2.72
H 1.15 4.79 1.97
H 2.51 0.49 -3.55
C 1.62 -4.45 0.75
H 1.61 -6.89 1.48
H -1.56 0.70 2.19
C 1.12 -6.32 2.24
H -6.04 -0.97 -1.32
C -1.30 -0.54 -5.03
Mo 1.12 -1.44 1.02
C -0.04 0.20 -0.01
C 1.56 2.00 -4.76
H -2.74 2.40 3.57
H -0.71 -4.19 4.85
N 1.14 0.24 2.38
C -0.41 -1.52 -5.42
H -4.43 2.75 0.07
H -1.50 3.76 5.22
C 1.03 1.88 4.03
C -1.04 1.30 2.92
C -2.80 -0.07 -0.87
H -0.55 -6.63 5.16
H -0.23 -1.70 -6.47
H 0.95 -3.06 -4.77
C 1.04 -4.93 2.05
H -0.42 2.88 -1.57
S -1.20 -2.55 -0.01
C 1.07 1.61 -2.44
H 2.12 1.75 -5.65
C 2.09 2.12 0.10
H -0.82 4.14 -3.66
H 5.06 3.63 0.68
S 3.41 -0.92 2.16
H 0.93 3.39 5.55
O 1.68 -3.16 0.57
O 2.01 -5.23 -0.09
C 0.38 2.83 4.81
H 3.58 5.20 1.88
C -1.53 -0.30 -3.68
C -0.09 -6.16 4.29
C 0.25 -2.28 -4.46
C 3.46 2.34 0.07
C -5.18 -0.35 -1.07
H 4.09 1.63 -0.44
S 2.73 -0.70 -1.15
C -4.28 1.73 -0.29
C 3.16 4.34 1.38
C 0.34 1.12 3.07
C -1.68 2.26 3.69
C -5.37 0.95 -0.61
C 1.26 3.01 0.77
C 1.79 1.29 -3.59
P -1.13 -0.79 -0.94
C 0.03 -2.06 -3.12
C 1.79 4.11 1.42
P 1.37 0.73 -0.85
H 0.51 -2.67 -2.36
C -3.00 1.23 -0.42
C -0.09 3.34 -3.64
C 0.40 -4.15 3.02
H -2.13 1.82 -0.15
C 3.99 3.45 0.70
H -6.38 1.34 -0.50
C -0.18 -4.80 4.12
H 0.45 3.57 -5.71
C 0.13 2.64 -2.47
C 0.63 3.03 -4.79
H 0.67 -8.01 3.49
C -3.90 -0.86 -1.20
C 2.38 0.23 2.82
C -0.98 3.02 4.62
S 2.71 1.41 4.07
H -1.82 0.05 -5.77
H -2.23 0.47 -3.37
S 0.25 -2.40 3.08

=====

2.
52
Properties=species:S:1:pos:R:3 method="wB97M-V/def2-TZVPD" smiles=C[C@H](Cl)Cc1nc2c(CB(O)O)c([C@H](Br)[C@@H](C)Br)c([C@@H](C)F)cc2nc1CN e_lumo_ev=-1.324 spin_multiplicity=1 homo_lumo_gap_ev=7.02
C -3.50 0.11 -1.85
H -1.31 -1.81 -5.93
H 4.36 -3.11 1.46
H 5.31 2.66 2.63
N 4.92 -2.31 1.88
H 2.14 3.59 2.70
H 2.74 1.33 3.55
H -5.64 -2.38 -0.01
H -4.68 -0.97 0.80
Cl 4.28 2.78 0.39
H -1.49 1.30 3.52
H 3.42 3.80 4.07
C 0.44 -1.59 -2.07
C 2.63 0.41 1.47
H 5.52 -0.21 1.29
C 3.50 1.11 2.70
H -3.51 0.17 -3.05
C -1.73 1.73 0.71
C -1.79 -2.02 -3.65
H 1.00 -2.38 -2.78
H -0.19 -0.76 -4.72
Br -4.59 1.62 -1.26
H 4.33 0.38 3.15
N 2.72 -1.42 -0.67
H 4.41 -1.93 2.73
H -4.45 1.45 2.99
C -4.33 -1.31 -1.54
H 5.42 -1.53 -0.08
O -4.14 1.25 2.03
C 0.53 0.18 0.10
H -3.60 -2.23 -1.48
C -1.15 -1.22 -2.38
C 3.31 -0.71 0.51
C 4.19 2.56 2.24
B -2.68 1.14 1.94
C 1.30 -0.92 -0.81
C -1.96 -0.09 -1.43
H -6.24 -0.63 -0.37
H -2.81 -1.62 -4.06
H -2.25 2.60 0.08
H 3.53 4.84 2.43
C -5.24 -1.26 -0.19
C -0.71 -1.81 -4.91
H -0.89 2.35 1.30
C -1.06 0.57 -0.24
N 1.21 0.84 1.26
C 3.28 3.77 2.89
F -2.01 -3.48 -3.36
Br -5.60 -1.58 -3.10
H 0.15 -2.63 -4.89
O -1.97 0.50 3.10
C 4.89 -1.13 0.88

=====

3.
11
Properties=species:S:1:pos:R:3 method="wB97M-V/def2-TZVPD" e_lumo_ev="0.077 / -1.849" s2=2.0105 relative_energy_ev=0.000 spin_multiplicity=3 homo_lumo_gap_ev="6.26 / 6.99"
H 0.78 0.84 -1.89
H 0.92 -0.88 0.93
S 1.05 2.25 1.44
C -0.13 -0.81 0.73
H -0.70 -1.73 1.03
H -1.44 -1.00 -0.93
H 0.24 -1.37 -1.37
C 0.19 0.80 -0.94
C -0.35 -0.59 -0.71
P -0.65 0.86 1.59
C 0.09 1.64 0.13

=====

Number 1: total energy -4450.3070 Eh. Number 2: total energy -6747.5163 Eh. Number 3: total energy -894.7664 Eh.